(1)
{
  "formula": "C12H31AsBF6NNaO2",
  "method": "the ωB97M-V functional and the def2-TZVPD basis",
  "spin_multiplicity": 1,
  "homo_lumo_gap_ev": 7.71,
  "de_lowest_kj_mol": 8.0,
  "total_energy_ha": -3703.327959,
  "charge": -1,
  "symbols": ["Na", "B", "H", "H", "H", "H", "As", "F", "F", "F", "F", "F", "F", "C", "C", "N", "C", "C", "C", "C", "H", "H", "H", "H", "H", "H", "H", "H", "H", "H", "H", "H", "H", "H", "H", "C", "C", "O", "C", "H", "H", "H", "H", "H", "H", "C", "C", "O", "C", "H", "H", "H", "H", "H", "H"],
  "positions_angstrom": [[-15.90845, -12.32642, 18.29859], [-15.93479, -13.88576, 16.35675], [-16.57097, -14.42489, 17.04147], [-16.33741, -12.92401, 16.07894], [-15.03724, -13.72984, 16.93496], [-15.73895, -14.51799, 15.50460], [-14.24088, -14.63216, 20.63803], [-13.49818, -16.27343, 21.04959], [-12.57522, -14.06358, 20.28248], [-14.95533, -13.02986, 20.29136], [-15.88697, -15.35424, 20.90500], [-14.08283, -14.23118, 22.41685], [-14.36900, -15.10031, 18.91933], [-18.75204, -14.24073, 19.59966], [-18.68258, -12.83047, 20.23464], [-18.27283, -11.82556, 19.23875], [-18.04729, -10.49691, 19.80341], [-16.93632, -10.38759, 20.81903], [-19.09932, -11.90317, 18.00188], [-18.56929, -10.93567, 16.87882], [-18.86838, -14.98329, 20.38906], [-17.82487, -14.45768, 19.06919], [-19.61166, -14.33567, 18.93623], [-19.66220, -12.64260, 20.67414], [-17.89837, -12.96643, 20.97937], [-17.86602, -9.78180, 19.00100], [-18.99378, -10.11849, 20.18948], [-16.71590, -9.35463, 21.08829], [-17.31205, -10.94395, 21.67775], [-16.00991, -10.90307, 20.56575], [-20.16104, -11.79563, 18.22391], [-19.00225, -12.89058, 17.55056], [-18.74953, -9.89364, 17.14299], [-19.00440, -11.06107, 15.88733], [-17.50199, -11.10782, 16.73975], [-15.12085, -7.58355, 17.47217], [-14.97966, -9.07624, 17.26786], [-15.61987, -9.86210, 17.96895], [-14.22413, -9.60250, 16.07168], [-14.17411, -7.04390, 17.44869], [-15.67844, -7.46070, 18.40066], [-15.74350, -7.19576, 16.66592], [-13.16395, -9.36736, 16.16561], [-14.56709, -9.03149, 15.20888], [-14.46884, -10.64213, 15.85401], [-11.17167, -12.63831, 18.25375], [-12.41826, -12.36416, 17.45911], [-13.46652, -11.88284, 17.92219], [-12.36823, -12.61014, 15.91704], [-11.13896, -11.98274, 19.12395], [-10.21612, -12.51155, 17.74487], [-11.30428, -13.67752, 18.55466], [-11.95169, -13.59339, 15.69837], [-11.83080, -11.80765, 15.41178], [-13.37370, -12.65315, 15.49838]],
  "lowdin_charge": [0.237, -0.396, -0.059, -0.067, -0.089, -0.060, 0.970, -0.329, -0.285, -0.270, -0.295, -0.310, -0.260, -0.085, -0.226, -0.186, -0.274, -0.074, -0.198, -0.068, 0.073, 0.063, 0.062, 0.110, 0.106, 0.078, 0.112, 0.077, 0.068, 0.060, 0.109, 0.098, 0.057, 0.072, 0.039, -0.009, -0.427, 0.045, -0.009, 0.082, 0.082, 0.086, 0.092, 0.084, 0.079, -0.027, -0.402, 0.017, -0.013, 0.085, 0.077, 0.081, 0.081, 0.073, 0.062]
}



(2)
{
  "formula": "C12H31FN2NbO2",
  "method": "the ωB97M-V functional and the def2-TZVPD basis",
  "spin_multiplicity": 1,
  "homo_lumo_gap_ev": 6.47,
  "total_energy_ha": -892.208186,
  "charge": -1,
  "symbols": ["C", "C", "C", "F", "Nb", "C", "N", "C", "C", "C", "C", "N", "H", "H", "H", "H", "H", "H", "H", "H", "H", "H", "H", "H", "H", "H", "H", "H", "H", "H", "H", "H", "H", "C", "O", "C", "C", "O", "C", "H", "H", "H", "H", "H", "H", "H", "H", "H", "H"],
  "positions_angstrom": [[1.03592, -2.82850, 3.38002], [-0.30251, -1.94878, 3.02604], [-0.67420, -1.85838, 1.43216], [-1.78488, -2.81630, 1.17322], [1.09306, -2.02231, 0.00592], [-0.05459, -3.42486, -1.44930], [0.94359, -4.45088, -1.93743], [0.85957, -5.76180, -1.18694], [0.25870, -0.28092, -1.20267], [1.37984, 0.68158, -1.91171], [2.99806, 0.66101, -1.65222], [0.88651, 1.64431, -2.80168], [0.97937, -3.07989, 4.54515], [2.05415, -2.31434, 3.11814], [0.91733, -3.86397, 2.83061], [-0.25564, -0.89028, 3.57277], [-1.21560, -2.51462, 3.54733], [-1.14340, -0.77350, 1.26343], [1.74368, -3.53155, 0.77529], [2.11782, -0.92470, 1.02085], [2.47939, -2.11244, -1.19630], [-0.92626, -4.00390, -0.92568], [-0.55223, -2.81735, -2.34346], [0.78076, -4.71284, -2.94998], [-0.21573, -6.06255, -0.82964], [1.19747, -6.61349, -1.94842], [1.58174, -5.85174, -0.26705], [-0.46339, -0.65584, -2.06708], [-0.41901, 0.42465, -0.51955], [3.47229, 1.48226, -2.37756], [3.52925, -0.34845, -1.93312], [3.20308, 1.03457, -0.56238], [-0.16466, 1.56502, -2.85089], [-2.28026, 2.50030, -0.16721], [-0.95121, 2.98357, -0.00203], [-0.66193, 4.08034, -0.87305], [-0.73347, 5.41927, -0.12585], [-2.06981, 5.70848, 0.29008], [-2.27807, 5.43301, 1.66893], [-2.51211, 1.84002, 0.67282], [-3.01200, 3.31227, -0.18106], [-2.34993, 1.92530, -1.09552], [-1.33102, 4.07905, -1.74167], [0.36092, 3.93767, -1.23669], [-0.43072, 6.21914, -0.80957], [-0.04592, 5.43020, 0.72813], [-1.80511, 6.20827, 2.27809], [-1.88513, 4.45349, 1.95317], [-3.35373, 5.44042, 1.86359]],
  "lowdin_charge": [-0.231, -0.298, -0.438, -0.223, 1.440, -0.438, -0.273, -0.227, -0.380, -0.382, -0.154, 0.008, 0.067, 0.039, 0.049, 0.103, 0.106, 0.070, -0.127, -0.137, -0.129, 0.031, 0.042, 0.082, 0.069, 0.077, 0.057, 0.043, 0.034, 0.070, 0.037, 0.063, 0.015, -0.120, -0.209, -0.202, -0.195, -0.201, -0.118, 0.088, 0.080, 0.081, 0.125, 0.111, 0.119, 0.123, 0.082, 0.084, 0.086]
}